No. 1
8
Properties=species:S:1:pos:R:3:forces:R:3 method="wB97M-V/def2-TZVPD" largest_force_ha_per_bohr=0.060 de_lowest_ev=7.162 total_energy_ev=-10648.838 homo_lumo_gap_ev=9.7421
C 0.12042 -0.48173 -0.61020 -2.98 -0.58 -0.39
C 0.85248 2.18533 -0.46224 0.57 0.42 0.11
N 1.60353 1.30040 -0.29817 -0.38 1.21 0.24
N 2.25848 0.19540 0.02247 2.44 -0.21 0.68
N 1.49809 -0.79051 -0.07968 -2.44 1.26 -1.13
O -0.06673 -0.03139 -1.70182 0.11 -1.46 1.65
O 1.64970 -1.94822 0.18067 1.15 -1.34 0.55
H -0.68507 -0.84323 0.19741 1.54 0.71 -1.71

No. 2
14
Properties=species:S:1:pos:R:3:forces:R:3 method="wB97M-V/def2-TZVPD" largest_force_ha_per_bohr=0.088 de_lowest_ev=4.454 total_energy_ev=-11993.574 homo_lumo_gap_ev="7.4552 / 8.5795"
C -2.16103 -1.36599 1.50496 -0.50 2.15 -3.92
C -2.30348 -0.77481 0.44428 -0.01 -1.16 1.51
C 2.49686 -0.36992 -0.35922 -0.43 -2.56 0.29
C 2.40047 0.85076 0.20353 -2.69 -1.90 -2.37
C 0.41045 0.18840 -0.60033 1.48 -1.01 0.71
C -2.51654 -0.05930 -0.70016 -1.46 2.76 -1.35
N 1.19556 -0.84505 -0.70525 -0.03 1.49 -0.76
N 1.06543 1.23381 -0.04135 1.24 1.02 1.24
F -2.93016 -0.67444 -1.84817 0.66 0.30 1.09
H -2.03094 -1.77804 2.40309 0.45 -1.49 2.85
H 3.35019 -1.09134 -0.45743 -0.97 1.11 0.22
H 3.12376 1.50255 0.46107 2.04 2.11 1.09
H -2.92686 1.05946 -0.67342 1.31 -2.60 -0.03
H 0.82630 2.12390 0.36840 -1.08 -0.22 -0.55

No. 3
11
Properties=species:S:1:pos:R:3:forces:R:3 method="wB97M-V/def2-TZVPD" largest_force_ha_per_bohr=0.081 de_lowest_ev=2.508 total_energy_ev=-7198.044 total_charge=+1 homo_lumo_gap_ev=8.9448
C 0.92039 0.20806 1.29260 2.33 -0.75 0.00
C 1.12824 -0.48258 0.11002 3.52 -1.85 1.27
C -0.97100 -0.60507 -1.00257 1.46 -1.89 -0.91
C -0.55873 0.99742 -0.02254 -1.28 1.75 0.14
N -0.16112 1.03086 1.16928 0.89 0.68 1.90
N 0.16928 -0.07089 -0.73013 -1.44 2.16 -0.69
H 1.65494 0.15399 2.16961 -1.73 0.17 -1.18
H 1.98472 -1.21071 -0.21078 -2.14 1.34 0.77
H -1.10194 -1.62265 -0.92057 -0.39 -2.34 0.47
H -1.69900 -0.05936 -1.43809 -2.18 1.64 -1.68
H -1.36578 1.66093 -0.41682 0.96 -0.92 -0.08